(1)
Entry from the OMol25 dataset: a structure of composition C4H2FLiO4Yb (the ωB97M-V functional and the def2-TZVPD basis).

```
13
Properties=species:S:1:pos:R:3
Yb 0.22 1.61 -0.53
F -1.58 -0.98 0.20
O -0.72 -1.22 3.04
O 2.42 1.65 -4.63
O -1.65 0.39 1.99
O 3.29 1.96 -6.75
C -1.73 -0.41 3.04
C -0.74 -0.15 0.98
C 2.88 1.80 -5.68
C 0.11 -1.03 1.86
Li -3.86 -1.08 2.87
H 1.03 -0.53 2.19
H 0.33 -2.01 1.42
```

Output
HOMO level (spin up / spin down)	-19.5 / -19.5	eV
net charge	+3
LUMO (spin up / spin down)	-13.7 / -16.9	eV
2S+1	2
HOMO-LUMO gap (spin up / spin down)	0.2142 / 0.0949	Eh

(2)
Entry from the OMol25 dataset: an isolated molecule of C17H18F3NO (the ωB97M-V functional and the def2-TZVPD basis).

```
40
Properties=species:S:1:pos:R:3
F -4.85 -0.58 -0.45
F -5.44 1.48 -0.68
F -5.29 0.61 1.28
O -1.90 -3.16 0.68
N 0.58 -1.29 -0.26
C -2.86 2.36 -0.12
C 2.84 1.56 -0.73
C 0.04 -0.64 0.93
C -0.36 -2.14 -0.96
C -2.32 0.10 0.55
C -0.77 -3.36 -0.13
C -0.59 1.74 0.37
C 4.74 1.35 0.71
C 1.29 -0.39 -1.16
C 3.30 -0.53 0.35
C 2.49 0.23 -0.49
C -3.25 1.06 0.16
C -4.70 0.66 0.08
C -0.98 0.43 0.63
C 3.96 2.11 -0.13
C -1.53 2.70 0.00
C 4.41 0.02 0.95
H -0.41 -1.41 1.55
H 2.23 2.16 -1.39
H -2.68 -3.10 0.12
H -2.65 -0.90 0.80
H -1.27 -1.59 -1.28
H -3.60 3.09 -0.42
H 0.14 -2.50 -1.87
H -1.21 3.71 -0.20
H 1.65 -0.98 -2.00
H 0.45 2.02 0.47
H 4.21 3.14 -0.32
H 0.89 -0.20 1.47
H 3.03 -1.56 0.53
H -0.93 -4.21 -0.80
H 5.61 1.78 1.18
H 0.05 -3.61 0.55
H 5.02 -0.58 1.61
H 0.64 0.41 -1.57
```

Output
energy relative to the best compared isomer or geometry (same formula, charge and spin)	0.097	eV
HOMO level	-8.7	eV
LUMO	0.8	eV
SMILES	OCCN(Cc1ccccc1)Cc1cccc(C(F)(F)F)c1
HOMO-LUMO gap	0.3492	Eh

(3)
Entry from the OMol25 dataset: a structure of composition C46H62BaN4O3P2S (the ωB97M-V functional and the def2-TZVPD basis).

```
119
Properties=species:S:1:pos:R:3
Ba -0.31 0.10 0.85
S -2.55 1.72 3.55
P -2.01 -1.86 -0.42
P 0.58 2.49 -0.57
O -1.28 -0.39 -4.00
O 0.37 -1.11 2.99
O 1.77 -0.17 1.60
N -0.20 1.79 4.78
N -1.45 0.07 5.35
N 3.36 -2.16 0.68
N -1.96 1.15 -0.52
C 1.51 -1.01 2.50
C -2.44 -0.96 5.23
C -2.91 -3.10 1.90
C -1.69 -3.55 -1.20
C -2.84 -0.80 -1.64
C -1.16 4.73 -0.14
C -0.99 3.36 -0.33
C 2.62 -1.91 2.95
C 4.74 -2.07 -4.04
C -2.60 6.75 0.16
C -2.10 2.50 -0.28
C -3.42 -2.24 0.74
C -0.99 -0.57 -2.90
C -4.28 -0.53 -3.58
C 2.69 -2.59 -2.06
C 2.11 4.25 0.94
C -5.14 -1.10 -4.66
C 3.52 -2.44 2.01
C -0.07 3.03 -3.35
C -2.71 0.62 -1.49
C 6.68 -1.61 -0.84
C -0.96 -3.39 -2.54
C 0.72 0.97 5.55
C 3.80 -3.04 4.73
C 4.49 -3.35 2.46
C 2.77 -2.23 4.30
C 5.08 -2.01 -2.58
C 4.40 -2.07 -0.27
C -1.37 1.15 4.55
C 0.49 2.00 -2.37
C -2.83 -4.55 -1.36
C 4.64 -3.62 3.80
C -3.33 1.41 -2.50
C 2.00 3.71 -0.49
C -3.35 3.05 0.05
C 1.80 1.38 -2.82
C 2.05 4.82 -1.54
C 4.08 -2.21 -1.62
C -4.04 0.85 -3.52
C -4.00 -0.94 1.29
C 6.37 -1.73 -2.18
C -3.70 -1.32 -2.62
C -0.17 -0.21 5.97
C -3.50 4.41 0.21
C 5.70 -1.76 0.12
C -2.42 5.27 0.08
H -2.07 -1.76 4.59
H 4.31 -3.03 -4.32
H 3.94 -3.22 5.79
H -0.60 -4.36 -2.89
H -0.29 -0.27 7.06
H 1.30 4.93 1.19
H -4.48 4.81 0.43
H -2.07 -2.60 2.38
H 2.61 -1.49 0.50
H -0.86 3.61 -2.88
H -3.30 -4.79 -0.40
H -3.28 -0.44 1.93
H 0.21 -1.17 5.60
H -3.87 -2.39 -2.66
H 5.62 -1.90 -4.66
H -2.67 -1.36 6.22
H 2.10 3.41 1.64
H -6.18 -1.17 -4.32
H -2.55 -4.08 1.56
H -0.51 2.51 -4.20
H -2.23 7.16 1.10
H 1.10 1.53 6.41
H -3.60 -4.21 -2.04
H -0.97 -3.99 -0.49
H -2.43 -5.48 -1.77
H 1.57 0.64 4.94
H 2.08 -1.80 5.01
H 5.42 -4.29 4.13
H -4.46 1.50 -4.28
H 1.64 0.79 -3.72
H -3.70 -3.26 2.63
H -0.25 1.18 -2.32
H 2.72 -3.51 -2.63
H -1.62 -2.98 -3.29
H 5.13 -3.84 1.74
H 1.09 5.31 -1.70
H 5.92 -1.60 1.16
H 3.06 4.78 1.06
H 2.87 3.06 -0.65
H 0.69 3.71 -3.72
H 2.20 0.73 -2.04
H 0.12 2.51 4.16
H 4.01 -1.30 -4.30
H -2.06 7.24 -0.65
H 2.77 5.58 -1.23
H 2.55 2.14 -3.05
H -4.19 2.39 0.15
H -0.11 -2.73 -2.43
H 2.28 -1.81 -2.70
H 2.39 4.42 -2.50
H -4.26 -0.27 0.47
H -0.32 5.40 -0.19
H -3.34 -0.52 4.81
H -4.20 -2.77 0.18
H -4.81 -2.09 -4.94
H -3.66 7.01 0.07
H 7.14 -1.59 -2.93
H -4.90 -1.14 1.87
H 7.69 -1.37 -0.54
H -5.12 -0.46 -5.54
H 2.04 -2.73 -1.20
H -3.18 2.48 -2.46
```

Output
energy relative to the best compared isomer or geometry (same formula, charge and spin)	2.874	eV
HOMO level	-6.6	eV
LUMO	0.4	eV
HOMO-LUMO gap	0.2559	Eh

(4)
Entry from the OMol25 dataset: a structure of composition C31H27AuN8 (the ωB97M-V functional and the def2-TZVPD basis).

```
67
Properties=species:S:1:pos:R:3
Au -0.23 -0.49 0.82
N -0.22 -2.60 0.79
N 1.82 -0.44 0.94
N -3.09 0.47 0.54
N -0.31 1.55 0.77
N -2.27 -0.57 0.79
N 2.55 0.70 1.09
N 2.55 -1.72 -4.23
N 0.47 -2.96 -4.42
C 0.26 3.49 2.12
C 0.00 -5.32 0.64
C 2.68 -1.40 0.58
C 3.97 -0.88 0.49
C 1.35 -1.99 -4.77
C -3.59 2.38 -0.83
C 3.49 4.84 3.59
C -3.02 -1.57 1.27
C -4.35 -1.16 1.34
C 2.07 -3.56 -2.76
C 3.85 0.45 0.80
C 2.87 2.74 2.34
C 0.85 -3.73 -3.39
C -0.21 -4.60 -0.53
C 2.49 3.96 2.88
C -0.11 -4.85 -3.05
C 2.00 1.93 1.65
C -1.34 2.19 0.02
C 0.12 -4.67 1.87
C -2.65 1.69 -0.11
C -4.40 4.36 -2.17
C -2.01 4.07 -1.38
C 0.00 -3.31 1.92
C -4.36 0.13 0.87
C -0.31 -3.23 -0.41
C -1.05 3.36 -0.68
C -0.47 -5.27 -1.85
C 0.66 2.31 1.48
C -3.31 3.60 -1.44
C 1.15 4.31 2.78
C 2.89 -2.55 -3.23
H -0.53 -5.35 -3.91
H -0.52 -2.61 -1.28
H -5.18 0.83 0.77
H -1.73 4.97 -1.91
H 4.60 1.23 0.83
H 3.95 4.32 4.43
H 4.30 5.13 2.91
H 1.04 -1.36 -5.60
H -2.57 -2.51 1.54
H -4.02 5.28 -2.61
H 2.38 -4.23 -1.97
H -0.03 3.71 -0.69
H 0.79 5.22 3.26
H 0.05 -2.76 2.86
H 3.89 -2.40 -2.79
H -5.21 -1.73 1.68
H -5.22 4.61 -1.49
H -4.58 1.96 -0.96
H 3.89 2.41 2.50
H 2.34 -2.41 0.41
H -0.79 3.75 2.10
H 0.08 -6.41 0.59
H -1.09 -6.17 -1.79
H 0.30 -5.23 2.78
H -4.84 3.75 -2.98
H 3.03 5.75 3.97
H 4.89 -1.40 0.24
```

Output
HOMO level	-13.0	eV
net charge	+2
LUMO	-7.3	eV
HOMO-LUMO gap	0.2076	Eh

(5)
Entry from the OMol25 dataset: a cluster of 5 separate species, C28H25F29N2O11 in total (the ωB97M-V functional and the def2-TZVPD basis).

```
95
Properties=species:S:1:pos:R:3
F 3.88 -2.25 5.15
F -0.46 0.77 -2.30
F -0.20 4.77 -1.81
F 1.24 2.30 -2.23
F -1.80 0.78 1.47
F 3.78 5.22 -4.51
F 1.10 7.18 -1.01
F -0.66 7.77 -3.31
F -2.79 -7.46 -0.16
F -0.94 4.54 -5.36
F -2.63 2.75 1.76
F 1.16 3.95 -4.57
F -7.89 -6.56 6.56
F -1.93 2.76 -2.90
F 0.91 0.89 -4.13
F 3.55 7.51 -4.62
F -0.77 -7.38 -0.92
F -6.28 -5.22 7.06
F 3.62 6.69 -1.29
F -2.03 -5.63 -1.03
F 0.76 6.78 -4.79
F 2.76 -3.47 3.75
F 2.64 4.87 -2.26
F -5.93 -7.35 7.02
F 4.65 -2.59 3.16
F -1.84 5.62 -3.15
F -1.22 2.09 -4.98
F -2.33 2.00 -0.24
F 1.74 8.56 -2.68
O 7.76 2.46 -4.28
O 6.23 2.31 -2.55
O 0.06 -5.71 1.02
O -1.82 -6.26 2.16
O 2.26 -0.27 4.05
O -4.26 0.13 0.03
O -4.99 1.29 1.83
O -6.21 -7.49 4.34
O 6.08 1.91 0.62
O -5.96 -5.24 4.30
O 2.70 -1.13 2.00
N 6.64 4.50 -3.85
N 7.22 1.91 -1.68
C -6.20 -6.26 4.91
C 0.63 -5.20 2.24
C 1.20 -6.33 3.07
C -4.13 1.03 1.02
C 3.81 6.44 -3.72
C -6.56 0.31 -0.74
C -1.19 -6.22 1.13
C -0.42 5.34 -3.10
C -0.78 2.72 -3.74
C -2.73 1.64 1.00
C -5.52 -0.55 -0.04
C -6.57 -6.34 6.38
C 2.85 1.20 1.31
C 1.51 7.16 -2.41
C -1.70 -6.67 -0.24
C 0.33 6.72 -3.41
C 6.91 3.09 -3.57
C -5.92 -7.54 2.94
C 6.70 2.07 -0.46
C 3.51 -2.35 3.85
C 1.98 -0.04 1.40
C 2.76 -1.12 3.35
C 5.98 5.21 -2.69
C 5.38 6.59 -3.28
C -0.19 4.16 -4.18
C 2.85 6.29 -2.45
C 0.30 1.70 -3.11
C -4.42 -7.50 2.70
H 2.32 2.00 0.78
H -4.00 -6.55 3.04
H 0.42 -7.01 3.40
H 1.91 -6.92 2.49
H -3.92 -8.29 3.26
H 5.58 7.52 -2.63
H 1.70 -0.37 0.39
H -6.20 0.62 -1.72
H 1.05 0.16 1.94
H -6.44 -6.74 2.40
H -6.32 -8.49 2.57
H 1.71 -5.94 3.96
H -5.86 -0.86 0.96
H 3.78 0.97 0.78
H -6.76 1.22 -0.17
H 7.54 4.94 -4.11
H -0.10 -4.61 2.80
H 5.93 6.78 -4.28
H -4.20 -7.62 1.64
H 1.44 -4.52 1.94
H -5.36 -1.46 -0.62
H 6.83 5.43 -1.93
H -7.50 -0.24 -0.86
H 5.15 4.58 -2.19
H 3.12 1.56 2.30
```

Output
HOMO level	-10.7	eV
LUMO	-0.7	eV
SMILES	O=C=NOC(=O)NCCC(F)(F)C(F)(F)C(F)(F)C(F)(F)C(F)(F)C(F)(F)C(F)(F)C(F)(F)F.CCOC(=O)C(F)(F)F.CCOC(=O)C(F)(F)F.CCOC(=O)C(F)(F)F.CCOC(=O)C(F)(F)F
HOMO-LUMO gap	0.3664	Eh

(6)
Entry from the OMol25 dataset: a cluster of 6 separate species, C21H35FO5 in total (the ωB97M-V functional and the def2-TZVPD basis).

```
62
Properties=species:S:1:pos:R:3
F 1.22 3.37 -2.23
O -6.42 0.75 -0.89
O 3.47 -2.99 1.98
O 1.23 5.41 1.74
O 6.10 1.95 -0.37
O -1.66 -0.59 2.29
C -1.35 1.19 -3.63
C -7.80 -1.03 -1.63
C -6.47 -0.29 -1.53
C 2.38 -4.39 0.44
C 6.10 1.00 0.33
C 0.10 -0.05 -2.16
C -2.68 -1.11 1.84
C 1.21 -2.27 1.56
C 2.46 -3.14 1.33
C 1.77 4.28 1.83
C 0.42 2.35 -2.50
C 3.34 4.12 1.86
C -2.69 -1.94 0.60
C -0.61 2.36 -3.35
C 0.79 3.05 1.65
C -5.20 -1.04 -2.03
C -4.03 -0.92 2.62
C 0.77 1.17 -1.92
C 4.79 0.27 0.71
C 7.42 0.41 0.74
C -1.05 -0.02 -2.94
H 0.27 3.16 0.69
H -0.82 3.35 -3.72
H -7.84 -1.39 -2.66
H 1.31 -1.44 2.26
H 1.36 2.14 1.46
H -4.06 -1.64 3.44
H -2.50 -1.47 -0.36
H 7.77 0.59 1.76
H -8.63 -0.41 -1.32
H -2.18 1.22 -4.32
H 2.58 -4.02 -0.56
H 4.09 0.10 -0.11
H -7.66 -1.96 -1.07
H -2.09 -2.83 0.77
H 1.37 -4.78 0.44
H -4.93 -1.19 2.05
H 3.65 3.95 2.89
H -5.23 -2.12 -1.89
H 8.22 0.62 0.03
H 3.22 -5.07 0.60
H 7.34 -0.65 0.52
H -5.13 -1.01 -3.12
H 3.56 3.32 1.15
H -4.24 0.14 2.79
H 1.66 1.13 -1.31
H 4.31 0.94 1.42
H 5.05 -0.67 1.21
H -0.04 2.98 2.35
H 0.82 -1.98 0.58
H -3.68 -2.37 0.44
H 0.43 -0.98 -1.72
H -4.27 -0.65 -1.61
H 0.55 -2.99 2.05
H 3.82 4.99 1.41
H -1.67 -0.90 -2.87
```

Output
energy relative to the best compared isomer or geometry (same formula, charge and spin)	1.298	eV
HOMO level (spin up / spin down)	-11.5 / -11.5	eV
net charge	+1
LUMO (spin up / spin down)	-4.6 / -9.0	eV
2S+1	2
HOMO-LUMO gap (spin up / spin down)	0.2551 / 0.0920	Eh